{
  "formula": "H34O17",
  "method": "wB97M-V/def2-TZVPD",
  "species": ["O", "H", "H", "O", "H", "H", "O", "H", "H", "O", "H", "H", "O", "H", "H", "O", "H", "H", "O", "H", "H", "O", "H", "H", "O", "H", "H", "O", "H", "H", "O", "H", "H", "O", "H", "H", "O", "H", "H", "O", "H", "H", "O", "H", "H", "O", "H", "H", "O", "H", "H"],
  "positions_angstrom": [[1.411, -3.083, 0.596], [1.539, -2.292, 1.076], [0.489, -3.347, 0.487], [2.911, -0.055, -0.476], [3.563, 0.308, -1.068], [3.144, -0.934, -0.267], [0.848, -2.084, -2.309], [0.210, -1.501, -2.645], [0.392, -2.156, -1.466], [-1.254, -3.108, 0.044], [-1.739, -3.939, -0.008], [-1.433, -2.856, 0.969], [-2.387, 1.730, 1.460], [-1.574, 1.683, 1.979], [-2.999, 2.316, 1.974], [1.918, 0.581, -3.852], [2.444, -0.184, -3.689], [1.496, 0.870, -3.033], [0.145, 1.683, 2.582], [1.080, 1.827, 2.513], [0.057, 0.767, 2.875], [-3.164, -1.036, 1.262], [-2.476, -0.512, 0.944], [-3.706, -0.663, 1.960], [2.871, 1.372, 1.704], [3.722, 1.765, 1.478], [2.760, 0.856, 0.926], [2.032, -0.989, 2.499], [2.872, -1.433, 2.436], [2.345, -0.121, 2.211], [-2.101, 1.556, -1.457], [-1.861, 1.591, -0.505], [-2.392, 2.371, -1.745], [-0.885, 3.631, 0.182], [-1.406, 3.073, 0.769], [-0.395, 3.012, -0.363], [-0.646, -1.035, 2.724], [0.164, -1.503, 2.710], [-1.281, -1.731, 2.877], [-0.694, -0.074, -2.904], [-1.340, 0.024, -3.617], [-0.770, 0.689, -2.331], [0.917, 2.294, -1.729], [0.528, 2.882, -2.340], [1.672, 2.699, -1.311], [-2.682, -1.713, -1.762], [-2.469, -2.085, -0.938], [-2.280, -0.849, -1.764], [-0.196, -0.141, -0.052], [0.032, -0.501, 0.809], [0.568, 0.345, -0.415]],
  "lowdin_charge": [-0.039, -0.052, -0.001, 0.012, 0.081, 0.052, -0.055, -0.058, -0.018, -0.040, 0.094, 0.053, -0.061, 0.009, 0.111, -0.060, 0.011, -0.026, -0.034, 0.014, 0.013, -0.022, -0.040, 0.053, -0.037, 0.089, -0.038, -0.037, 0.070, -0.008, -0.023, 0.023, 0.025, -0.064, -0.024, -0.023, -0.027, -0.002, 0.058, -0.072, 0.091, -0.012, -0.010, 0.061, 0.074, -0.041, -0.056, -0.019, -0.021, -0.002, 0.031],
  "homo_energy_ha": -0.3491,
  "multiplicity": 1,
  "total_charge": 0,
  "e_above_lowest_kcal_mol": 51.6
}

=====

{
  "formula": "C52H70N8O15",
  "method": "wB97M-V/def2-TZVPD",
  "species": ["C", "C", "C", "O", "C", "O", "O", "H", "H", "H", "H", "H", "H", "C", "C", "C", "O", "C", "O", "O", "H", "H", "H", "H", "H", "H", "C", "C", "C", "O", "C", "O", "O", "H", "H", "H", "H", "H", "H", "C", "C", "C", "O", "C", "O", "O", "H", "H", "H", "H", "H", "H", "C", "C", "C", "O", "C", "O", "O", "H", "H", "H", "H", "H", "H", "N", "C", "C", "C", "C", "H", "H", "H", "H", "H", "N", "C", "C", "C", "C", "H", "H", "H", "H", "H", "N", "C", "C", "C", "C", "H", "H", "H", "H", "H", "N", "C", "C", "C", "C", "H", "H", "H", "H", "H", "N", "C", "C", "C", "C", "H", "H", "H", "H", "H", "N", "C", "C", "C", "C", "H", "H", "H", "H", "H", "N", "C", "C", "C", "C", "H", "H", "H", "H", "H", "N", "C", "C", "C", "C", "H", "H", "H", "H", "H"],
  "positions_angstrom": [[13.363, -36.840, -8.943], [12.125, -36.062, -8.516], [11.290, -35.556, -9.672], [9.967, -35.908, -9.300], [9.995, -36.797, -8.299], [9.051, -37.424, -7.918], [11.228, -36.898, -7.789], [13.939, -37.143, -8.067], [14.024, -36.239, -9.568], [13.106, -37.748, -9.490], [12.436, -35.226, -7.888], [11.569, -35.975, -10.641], [11.383, -34.473, -9.766], [2.874, -26.701, -10.200], [4.347, -27.012, -10.339], [5.130, -27.095, -9.041], [5.993, -28.229, -9.212], [5.561, -28.962, -10.242], [5.881, -30.076, -10.493], [4.528, -28.338, -10.881], [2.781, -25.640, -9.955], [2.429, -27.244, -9.365], [2.289, -26.904, -11.093], [4.863, -26.387, -11.071], [4.578, -27.193, -8.103], [5.776, -26.235, -8.853], [10.676, -34.924, -3.514], [10.603, -35.152, -5.014], [9.265, -34.765, -5.642], [9.604, -33.844, -6.665], [10.935, -33.557, -6.601], [11.463, -32.750, -7.292], [11.540, -34.296, -5.684], [11.682, -35.060, -3.127], [9.986, -35.623, -3.031], [10.262, -33.959, -3.219], [10.793, -36.191, -5.282], [8.570, -34.338, -4.914], [8.747, -35.646, -6.028], [16.922, -27.361, -10.859], [15.521, -27.082, -10.330], [14.385, -27.341, -11.362], [13.594, -28.333, -10.778], [14.039, -28.631, -9.536], [13.418, -29.285, -8.759], [15.180, -27.995, -9.279], [16.856, -28.256, -11.479], [17.669, -27.504, -10.082], [17.254, -26.539, -11.495], [15.370, -26.061, -9.976], [14.880, -27.705, -12.264], [13.895, -26.376, -11.481], [7.823, -30.897, -6.710], [7.877, -30.521, -5.230], [6.551, -30.455, -4.489], [6.705, -31.455, -3.493], [7.942, -31.993, -3.508], [8.330, -32.784, -2.710], [8.670, -31.466, -4.511], [8.816, -30.966, -7.152], [7.208, -30.170, -7.236], [7.389, -31.895, -6.834], [8.500, -29.624, -5.288], [5.768, -30.751, -5.186], [6.448, -29.436, -4.121], [10.189, -29.321, -12.829], [9.689, -29.927, -13.951], [10.442, -29.622, -15.038], [11.400, -28.675, -14.599], [11.288, -28.588, -13.235], [9.957, -29.461, -11.858], [8.851, -30.606, -13.883], [10.261, -29.906, -16.061], [12.058, -28.120, -15.249], [11.868, -28.012, -12.533], [7.924, -24.132, -9.866], [7.280, -24.010, -11.076], [7.360, -25.220, -11.732], [8.028, -26.095, -10.876], [8.467, -25.393, -9.791], [8.000, -23.415, -9.172], [6.770, -23.100, -11.349], [7.141, -25.445, -12.764], [8.213, -27.130, -11.125], [9.070, -25.624, -8.926], [10.767, -30.397, -9.326], [10.166, -29.163, -9.377], [8.854, -29.321, -9.700], [8.618, -30.694, -9.883], [9.831, -31.331, -9.699], [11.729, -30.610, -9.126], [10.766, -28.299, -9.138], [8.112, -28.539, -9.759], [7.726, -31.182, -10.248], [10.145, -32.359, -9.779], [7.212, -26.552, -5.643], [5.885, -26.226, -5.455], [5.179, -26.908, -6.425], [6.109, -27.641, -7.194], [7.374, -27.360, -6.734], [8.044, -26.289, -5.143], [5.723, -25.580, -4.608], [4.132, -26.808, -6.657], [5.831, -28.304, -8.000], [8.345, -27.704, -7.050], [7.364, -35.114, -9.976], [6.423, -34.990, -10.965], [5.818, -33.754, -10.730], [6.379, -33.195, -9.567], [7.342, -34.061, -9.131], [8.032, -35.868, -9.913], [6.255, -35.735, -11.720], [5.023, -33.256, -11.263], [6.082, -32.266, -9.111], [7.989, -33.980, -8.272], [11.018, -33.266, -13.759], [10.241, -34.016, -14.599], [9.025, -34.214, -14.009], [9.060, -33.552, -12.749], [10.281, -32.905, -12.664], [11.939, -32.925, -13.960], [10.688, -34.369, -15.515], [8.174, -34.729, -14.421], [8.294, -33.559, -11.991], [10.708, -32.303, -11.878], [11.023, -23.870, -12.175], [11.764, -23.128, -11.302], [12.158, -23.953, -10.288], [11.576, -25.227, -10.543], [10.933, -25.160, -11.762], [10.614, -23.474, -13.002], [11.970, -22.101, -11.556], [12.744, -23.696, -9.422], [11.553, -26.060, -9.856], [10.521, -25.922, -12.404], [13.066, -25.849, -6.615], [11.963, -25.040, -6.442], [10.854, -25.849, -6.440], [11.295, -27.184, -6.571], [12.672, -27.151, -6.622], [14.003, -25.502, -6.693], [12.056, -23.970, -6.362], [9.865, -25.424, -6.371], [10.697, -28.081, -6.594], [13.380, -27.961, -6.598]],
  "lowdin_charge": [-0.013, -0.307, -0.072, 0.044, -0.577, 0.159, 0.098, 0.087, 0.091, 0.092, 0.138, 0.142, 0.126, -0.010, -0.274, -0.114, -0.017, -0.508, 0.169, 0.090, 0.090, 0.089, 0.087, 0.139, 0.078, 0.150, -0.009, -0.285, -0.084, 0.037, -0.583, 0.157, 0.101, 0.086, 0.098, 0.066, 0.144, 0.125, 0.127, -0.017, -0.291, -0.111, 0.055, -0.552, 0.143, 0.092, 0.088, 0.086, 0.090, 0.146, 0.132, 0.116, -0.006, -0.306, -0.073, 0.078, -0.566, 0.146, 0.088, 0.079, 0.073, 0.090, 0.137, 0.137, 0.133, 0.064, -0.154, -0.119, -0.120, -0.147, 0.098, 0.112, 0.090, 0.085, 0.080, 0.037, -0.133, -0.118, -0.142, -0.131, 0.142, 0.101, 0.102, 0.090, 0.103, 0.058, -0.143, -0.131, -0.102, -0.142, 0.114, 0.090, 0.066, 0.067, 0.093, 0.008, -0.091, -0.100, -0.172, -0.096, 0.130, 0.104, 0.106, 0.000, 0.102, 0.015, -0.126, -0.107, -0.132, -0.133, 0.118, 0.103, 0.092, 0.080, 0.093, 0.010, -0.151, -0.103, -0.088, -0.154, 0.141, 0.102, 0.089, 0.068, 0.083, 0.020, -0.144, -0.113, -0.129, -0.132, 0.148, 0.104, 0.081, 0.087, 0.107, 0.021, -0.138, -0.130, -0.108, -0.129, 0.142, 0.105, 0.075, 0.083, 0.111],
  "homo_energy_ha": -0.2714,
  "multiplicity": 1,
  "total_charge": 0,
  "e_above_lowest_kcal_mol": 0.0
}

=====

{
  "formula": "C10H33N6O5",
  "method": "wB97M-V/def2-TZVPD",
  "species": ["O", "H", "H", "H", "C", "O", "N", "N", "H", "H", "H", "H", "C", "O", "N", "N", "H", "H", "H", "H", "C", "C", "C", "O", "C", "N", "H", "H", "H", "H", "H", "H", "H", "H", "H", "H", "H", "C", "C", "C", "O", "C", "N", "H", "H", "H", "H", "H", "H", "H", "H", "H", "H", "H"],
  "positions_angstrom": [[0.007, -1.094, 0.816], [0.657, -0.684, 0.241], [-0.874, -0.713, 0.812], [-0.172, -2.015, 0.611], [-0.445, -5.003, 1.178], [-0.594, -3.935, 0.527], [-1.361, -5.928, 1.335], [0.598, -5.286, 1.881], [-2.103, -5.915, 0.650], [-1.372, -6.632, 2.060], [1.192, -4.546, 2.225], [1.149, -6.122, 1.742], [2.218, -0.271, -2.098], [1.919, -0.296, -0.877], [2.121, 0.812, -2.864], [2.880, -1.239, -2.762], [2.689, 0.947, -3.688], [1.805, 1.673, -2.440], [2.835, -1.313, -3.769], [3.029, -2.171, -2.402], [-4.077, 1.187, -0.287], [-3.270, -0.128, -0.225], [-2.688, -0.436, -1.641], [-1.823, -1.559, -1.547], [-1.118, -1.879, -2.714], [-2.315, 0.192, 0.829], [-3.472, 2.090, -0.373], [-4.643, 1.285, 0.640], [-4.653, 1.236, -1.211], [-3.804, -0.996, 0.162], [-2.191, 0.439, -2.061], [-3.444, -0.679, -2.388], [-1.575, -1.566, -3.653], [-0.805, -2.920, -2.799], [-0.274, -1.190, -2.727], [-2.046, 1.145, 0.629], [-2.839, 0.311, 1.684], [1.484, 3.806, -0.176], [1.269, 2.538, 0.656], [1.583, 2.837, 2.110], [2.934, 3.261, 2.176], [3.393, 3.425, 3.472], [-0.139, 2.233, 0.418], [2.505, 4.187, -0.166], [0.831, 4.633, 0.103], [1.145, 3.721, -1.209], [1.983, 1.773, 0.351], [1.402, 1.900, 2.637], [0.819, 3.450, 2.589], [3.337, 4.416, 3.922], [4.471, 3.273, 3.411], [3.004, 2.658, 4.141], [-0.877, 2.880, 0.655], [-0.285, 2.210, -0.581]],
  "lowdin_charge": [0.253, 0.069, 0.042, 0.087, -0.711, -0.008, 0.183, 0.158, 0.124, 0.127, 0.121, 0.126, -0.641, -0.013, 0.179, 0.169, 0.123, 0.102, 0.114, 0.119, -0.057, -0.355, -0.168, -0.197, -0.099, 0.027, 0.076, 0.088, 0.083, 0.148, 0.124, 0.131, 0.090, 0.100, 0.065, 0.033, 0.107, -0.070, -0.405, -0.212, -0.159, -0.122, 0.031, 0.081, 0.085, 0.061, 0.122, 0.119, 0.132, 0.091, 0.091, 0.090, 0.083, 0.064],
  "homo_energy_ha": -0.4343,
  "multiplicity": 1,
  "total_charge": 1,
  "e_above_lowest_kcal_mol": 63.9
}

=====

What is the formula in the second record? C52H70N8O15